(1)
Molecular formula: C10H17BrSi
Method: DFT, ωB97M-V/def2-TZVPD

Values from the calculation:
Energy above the lowest of the compared OMol25 structures with the same formula, charge and spin   98.4 kcal per mole
SMILES   C[Si](C)(C)[C@@]12[C@@H]3CCC[C@H]1[C@]32Br
Calculated total energy   -88563.306 eV
HOMO-LUMO gap   8.83 eV
LUMO energy   0.02786 Eh

The geometry in ORCA input format:
```
! RIJCOSX wB97M-V def2-TZVPD def2/J DEFGRID3
* xyz 0 1
C -2.7505 -0.3857 -0.0094
Si -0.9583 -0.9656 0.5804
H -1.4385 -1.1198 3.1525
C 0.2450 0.1671 -0.4533
Br -0.3598 -1.5060 -3.1159
H 0.2687 -0.6030 2.9742
C 1.5799 -0.3817 -0.9433
H 1.7808 2.0466 0.4522
H 1.3723 2.6825 -2.3791
H 0.4519 3.0656 -1.0104
H 0.5209 -3.1201 0.0624
H -3.2704 -1.0238 -0.6344
H 3.4035 0.4743 -0.1321
H -0.9089 1.3959 -1.9300
H -3.3974 -0.1645 0.7847
H 3.1611 0.6745 -1.8614
H -0.9677 -3.1433 -0.6237
H -1.0716 0.5343 2.5373
C 0.6606 -0.2253 -2.0856
C -0.8362 -0.5362 2.4538
H -0.9891 -3.5124 1.0673
C 0.9726 2.3186 -1.4754
H 2.9702 2.8201 -0.5925
C 2.1266 2.0006 -0.5204
C 0.0826 1.1171 -1.5996
H -2.5233 0.6097 -0.4104
H 1.8985 -1.4614 -0.7142
C -0.5505 -2.8298 0.2972
C 2.6996 0.7205 -0.8909
*
```

Here are the Löwdin charges for atoms 1 to 5, given in e: -0.144, 0.631, 0.009, -0.225, 0.703

(2)
Molecular formula: C10H17Cl2IMoO2
Method: DFT, ωB97M-V/def2-TZVPD

Values from the calculation:
Energy above the lowest of the compared OMol25 structures with the same formula, charge and spin   0.0 kcal per mole
Calculated total energy   -49744.939 eV
HOMO-LUMO gap (spin up / spin down)   5.65 / 5.65 eV
LUMO energy (spin up / spin down)   0.18594 / 0.18550 Eh

The geometry in ORCA input format:
```
! RIJCOSX wB97M-V def2-TZVPD def2/J DEFGRID3
* xyz -2 3
O -2.2476 -0.8470 1.1377
C -2.2007 0.9666 -1.2841
Cl 1.0350 -2.4694 2.1236
H -2.8023 1.3977 -0.4573
C -0.8360 0.5640 -0.7660
H 2.4252 -2.2456 -1.0134
C -0.3963 -1.4147 -2.3536
H -0.4630 -3.4428 -0.3245
H -0.2142 3.4918 -0.1176
H -0.0314 -2.4025 -2.1029
O -0.2615 -2.4806 -0.2347
H 3.1090 -1.1642 0.1429
C 2.5395 -1.1684 -0.7716
H -0.1275 -0.9938 -3.3285
Mo -0.3430 -0.8776 0.8770
C 1.2560 0.8426 0.2618
H 3.0923 -0.6408 -1.5502
H 1.9208 2.1544 1.7982
H -0.1018 2.8203 1.5742
H 2.9640 2.1543 0.3985
H -1.4826 -1.5781 -2.3499
I -3.2741 -2.3091 4.7005
H -1.6656 2.7360 0.6724
C -0.0329 1.4147 0.0659
C 2.3396 1.5109 1.0252
C -0.5543 2.7102 0.5739
H 2.9910 0.7808 1.5244
H -2.7517 0.0814 -1.6089
C 0.0094 -0.4731 -1.2517
C 1.3287 -0.3515 -0.4999
H -2.4735 -0.9800 2.0618
H -2.1585 1.7114 -2.0942
Cl -0.5921 0.5021 3.1712
*
```

Here are the Löwdin charges for atoms 1 to 5, given in e: -0.500, -0.050, -0.163, 0.075, -0.350

(3)
Molecular formula: C10H17Cl2N3OsS5
Method: DFT, ωB97M-V/def2-TZVPD

Values from the calculation:
Energy above the lowest of the compared OMol25 structures with the same formula, charge and spin   113.1 kcal per mole
Calculated total energy   -96785.796 eV
HOMO-LUMO gap (spin up / spin down)   5.31 / 5.30 eV
LUMO energy (spin up / spin down)   -0.27173 / -0.27178 Eh

The geometry in ORCA input format:
```
! RIJCOSX wB97M-V def2-TZVPD def2/J DEFGRID3
* xyz 2 1
S 0.9006 -3.5724 1.2789
Cl 4.1514 -1.7386 2.8905
S -0.0652 -3.9327 -1.4475
C 1.7804 0.4187 -0.5482
C -0.6747 -2.5442 -0.5713
C -0.2173 -2.3696 0.6811
C 1.0335 -4.4977 -0.2111
N -3.2542 1.4970 -0.9372
H -2.9314 3.2069 -2.1694
H 3.7281 1.2396 -0.6354
S 2.0360 -5.7502 -0.3812
C -1.0912 2.5584 -1.2621
C 3.1259 -0.9087 1.7383
H -3.6234 2.5564 0.9903
H -2.3249 1.6628 -2.8010
C -2.4322 2.2745 -1.9048
Cl -3.9308 -1.2160 1.2236
H 1.4390 -0.5662 -0.2228
N 3.1400 0.6329 -0.0881
H 2.0859 -1.1514 1.8608
H 1.1888 2.4846 -0.3746
H -4.1315 -0.7895 2.4250
H 1.7989 0.4058 -1.6412
Os -2.0701 0.2622 0.3256
H 0.7090 1.4944 1.0119
H -0.3913 0.6617 -1.4939
C 0.8150 1.5057 -0.0689
S -1.8286 -1.4773 -1.3224
C 3.7370 -0.0530 0.8952
H 4.3469 -2.9057 2.3313
H -1.8343 0.9690 1.7595
H -4.1639 1.2236 -1.2987
H -1.1752 3.2686 -0.4401
N -0.5312 1.2929 -0.6999
S -0.6086 -0.9979 1.6897
C -3.1343 1.7660 0.4368
H 4.8038 0.1183 0.9851
H -0.4059 2.9711 -2.0037
*
```

Here are the Löwdin charges for atoms 1 to 5, given in e: 0.879, 1.061, 0.937, -0.151, -1.125

(4)
Molecular formula: C10H17Cl4MgO6
Method: DFT, ωB97M-V/def2-TZVPD

Values from the calculation:
Energy above the lowest of the compared OMol25 structures with the same formula, charge and spin   7.2 kcal per mole
Calculated total energy   -78472.149 eV
HOMO-LUMO gap   7.43 eV
LUMO energy   0.09168 Eh

The geometry in ORCA input format:
```
! RIJCOSX wB97M-V def2-TZVPD def2/J DEFGRID3
* xyz -1 1
H 1.2702 -1.2273 3.8631
C 0.9806 -1.7957 2.9717
H 0.2827 -2.5258 3.3717
H -0.7552 -3.0017 -2.8142
H -0.2822 -2.4033 -1.2409
O -0.9363 0.0151 -1.7177
H -1.9980 -2.8063 -1.5795
H 0.4209 5.1344 -0.1521
H 1.4166 5.0314 -1.6733
H -2.9522 -1.1174 1.7780
Cl -2.6325 1.1974 1.0652
H 5.5271 -0.4306 -0.2849
H 4.0808 0.1311 -2.3628
O -0.2570 -1.3018 0.9588
H 1.8404 4.1533 -0.1846
O -0.0044 3.1212 -2.4590
H -3.5676 0.1009 2.8685
H 3.7238 -1.5052 -2.0459
C -4.8656 -0.3514 1.1555
C 0.2841 3.2505 -1.2621
Cl 4.1153 -1.9592 0.7169
H -5.5273 0.5104 1.1925
Cl 2.0018 0.0096 -1.2772
C 1.0133 4.5036 -0.8141
C 0.4611 -0.8885 1.9296
O 0.5328 0.3728 1.9206
Cl -4.6272 -0.8721 -0.5031
Mg -0.2418 0.4740 0.0916
C -1.0806 -2.3737 -1.9825
O -2.1446 -0.7790 -3.3955
C 4.4381 -0.4751 -0.2414
C -3.5068 -0.1831 1.8180
C 3.7203 -0.5253 -1.5731
H 4.1694 0.4366 0.2873
C -1.4033 -0.9661 -2.4193
H 1.9318 -2.2208 2.6483
O -0.0364 2.4111 -0.3491
H -5.3919 -1.1439 1.6949
*
```

Here are the Löwdin charges for atoms 1 to 5, given in e: 0.084, 0.003, 0.084, 0.068, 0.046

Question: Among the records above, which one has the lowest calculated total energy?
Answer: C10H17Cl2N3OsS5